[1]
14
Properties=species:S:1:pos:R:3:nbo_charge:R:1 method="wB97M-V/def2-TZVPD" homo_lumo_gap_ev=9.6 relative_energy_kj_mol=410.5 e_lumo_ev=0.5
N 1.84 -0.71 -0.01 -0.624
N -2.10 0.62 0.05 -0.445
C -1.08 1.37 -0.02 0.061
C 0.23 0.65 -0.31 -0.082
C -1.94 -0.73 -0.07 0.038
C -0.73 -1.34 0.04 -0.292
C 0.37 -0.65 -0.27 0.118
C 1.86 0.74 -0.09 -0.210
H 2.22 1.24 1.08 0.199
H -0.60 -2.43 -0.38 0.219
H -2.91 -1.34 -0.13 0.205
H 2.32 1.12 -1.04 0.214
H 2.02 -0.98 1.06 0.372
H -1.50 2.45 0.08 0.227

[2]
20
Properties=species:S:1:pos:R:3:nbo_charge:R:1 method="wB97M-V/def2-TZVPD" homo_lumo_gap_ev=9.5 relative_energy_kj_mol=135.7 e_lumo_ev=-4.4 charge=+1
S -2.60 0.45 -0.26 2.056
O -2.18 1.33 1.04 -0.930
O -2.00 1.11 -1.41 -0.875
O -4.06 0.14 -0.14 -0.885
N -0.27 -1.67 -0.20 -0.563
N -2.46 -2.35 0.29 -0.753
N 1.80 -1.03 -1.10 -0.772
N 0.60 0.50 0.26 -0.508
C 0.69 -0.64 -0.33 0.712
C -1.50 -1.57 -0.07 0.509
C 1.51 1.54 -0.14 -0.423
H 1.10 2.52 0.20 0.245
H -0.33 0.73 0.52 0.430
H 1.59 1.69 -1.13 0.219
H -2.85 1.68 1.67 0.556
H -2.23 -3.28 0.43 0.428
H 2.37 1.33 0.38 0.221
H -3.42 -1.96 0.31 0.466
H 1.56 -1.78 -1.72 0.423
H 2.68 -0.63 -1.37 0.442

[3]
13
Properties=species:S:1:pos:R:3:nbo_charge:R:1 method="wB97M-V/def2-TZVPD" homo_lumo_gap_ev=8.5 relative_energy_kj_mol=329.3 smiles="CC(N)=C=NC=O" e_lumo_ev=0.6
O -1.94 -0.81 1.52 -0.548
N -0.21 0.62 1.98 -0.509
N 1.04 -1.46 -0.54 -0.788
C 0.58 -0.24 -0.18 0.107
C 0.57 0.21 1.09 0.251
C -1.53 0.31 1.72 0.531
C 0.45 0.74 -1.33 -0.671
H 1.18 -2.13 0.23 0.402
H 0.68 -1.79 -1.45 0.399
H 1.22 0.55 -2.01 0.224
H -2.10 1.29 1.95 0.117
H -0.57 0.86 -1.82 0.237
H 0.62 1.84 -1.15 0.247

[4]
54
Properties=species:S:1:pos:R:3:lowdin_spin:R:1 method="wB97M-V/def2-TZVPD" homo_lumo_gap_ev="5.3 / 5.5" relative_energy_kj_mol=0.0 spin_multiplicity=3 e_lumo_ev="-11.3 / -11.1" charge=+3
Mo -0.29 0.32 -0.42 1.751
Se 4.25 -5.73 -1.66 -0.001
O 0.59 1.50 0.68 0.027
N 0.02 -1.64 0.23 0.014
N 2.97 -5.40 -0.49 0.000
N 3.98 -4.23 -2.57 0.000
N -1.31 2.30 1.64 0.011
N -2.11 0.08 -1.46 0.005
N 1.06 -0.44 -1.89 0.021
N -1.74 1.51 0.59 0.012
C -0.02 2.26 1.69 0.007
C -0.54 -2.17 1.33 0.014
C 3.05 -3.57 -1.93 0.000
C 1.05 4.15 4.69 0.000
C 0.84 -4.11 1.13 0.007
C 1.01 -2.32 -0.43 0.009
C 1.44 -3.56 -0.01 0.000
C -3.42 -0.91 -3.19 -0.002
C 0.83 2.91 2.65 -0.001
C 2.58 -2.25 -2.34 0.000
C -4.02 2.42 0.81 0.004
C 0.24 3.51 3.77 -0.001
C 2.21 2.94 2.46 0.000
C 2.43 4.18 4.49 -0.001
C -3.22 0.72 -0.99 0.013
C 2.49 -4.21 -0.78 0.000
C -0.15 -3.41 1.80 0.001
C -2.97 1.58 0.19 0.025
C 1.54 0.23 -2.95 0.009
C -2.22 -0.72 -2.53 0.022
C -4.44 0.58 -1.60 0.002
C 2.55 -0.30 -3.75 0.000
C 3.01 3.58 3.38 0.000
C 1.57 -1.67 -1.59 0.011
C -4.54 -0.25 -2.72 0.025
C 3.07 -1.54 -3.45 0.006
H -3.46 -1.57 -4.04 0.000
H 1.11 1.20 -3.16 0.003
H -5.50 -0.38 -3.22 0.001
H 4.08 3.62 3.24 0.000
H -1.32 -1.22 -2.87 0.001
H -4.76 1.77 1.28 0.001
H -5.30 1.11 -1.22 0.000
H -0.83 3.48 3.91 0.000
H 1.16 -5.09 1.48 0.000
H -1.31 -1.59 1.82 0.003
H 3.86 -1.98 -4.05 0.000
H 0.61 4.62 5.56 0.000
H 2.91 0.27 -4.59 0.000
H -0.63 -3.82 2.68 0.000
H -4.53 3.00 0.04 0.002
H 3.06 4.68 5.22 0.000
H -3.60 3.08 1.56 0.000
H 2.66 2.48 1.59 0.000

[5]
12
Properties=species:S:1:pos:R:3:nbo_charge:R:1 method="wB97M-V/def2-TZVPD" homo_lumo_gap_ev=6.4 relative_energy_kj_mol=29.1 e_lumo_ev=3.9 charge=-1
S -3.59 0.55 0.28 -1.071
N -0.48 0.37 -0.35 -0.871
C 1.68 -0.77 -0.41 -0.622
C 0.86 0.40 0.15 -0.204
H 0.93 0.37 1.26 0.137
H -0.92 1.27 -0.26 0.379
H 2.75 -0.56 -0.38 0.188
H 1.45 -0.81 -1.48 0.207
H 1.34 1.36 -0.04 0.167
H -4.23 -0.16 1.21 0.086
H 1.34 -1.70 0.04 0.199
H -1.12 -0.33 -0.01 0.404

[6]
22
Properties=species:S:1:pos:R:3:nbo_charge:R:1 method="wB97M-V/def2-TZVPD" homo_lumo_gap_ev=9.5 relative_energy_kj_mol=128.8 smiles=OCCCCS.O.O e_lumo_ev=0.3
S 1.53 -1.58 1.83 -0.056
O -0.46 0.17 -2.85 -0.753
O -2.61 3.41 0.75 -0.924
O -2.94 -1.40 -1.19 -0.961
C 0.27 0.34 -0.51 -0.443
C 0.44 -0.34 -1.87 -0.063
C 1.66 0.47 0.18 -0.402
C 1.72 0.20 1.70 -0.538
H 0.28 -1.45 -1.79 0.186
H 1.45 -1.87 3.16 0.133
H -2.67 -1.65 -0.30 0.483
H 1.16 0.89 2.33 0.219
H -0.04 1.38 -0.58 0.202
H 1.34 0.04 -2.38 0.191
H -0.45 -0.08 0.14 0.198
H -1.34 -0.20 -2.91 0.479
H -2.56 2.45 0.64 0.461
H -1.68 3.58 0.98 0.464
H 2.77 0.33 1.98 0.216
H -3.38 -0.55 -1.23 0.480
H 2.07 1.46 -0.09 0.220
H 2.31 -0.35 -0.31 0.206

[7]
9
Properties=species:S:1:pos:R:3:nbo_charge:R:1 method="wB97M-V/def2-TZVPD" homo_lumo_gap_ev=9.7 relative_energy_kj_mol=205.2 smiles="N=C=O.OP" e_lumo_ev=0.5
P 1.12 -0.90 -0.61 0.682
O 0.30 -0.97 0.84 -0.972
O 0.58 1.47 -0.61 -0.523
N -1.47 1.59 0.50 -0.750
C -0.35 1.41 0.07 0.857
H 0.02 -0.89 -1.35 -0.100
H 0.83 -0.37 1.41 0.482
H -2.27 1.05 0.51 0.424
H 1.24 -2.38 -0.77 -0.101

[8]
11
Properties=species:S:1:pos:R:3:nbo_charge:R:1 method="wB97M-V/def2-TZVPD" homo_lumo_gap_ev=9.3 relative_energy_kj_mol=37.5 smiles="O=C1NSCSN1" e_lumo_ev=0.5
S -1.02 1.49 -0.49 0.435
S -1.08 -1.45 -0.49 0.438
O 2.54 -0.04 -0.07 -0.632
N 0.63 -1.20 -0.42 -0.792
N 0.67 1.19 -0.42 -0.796
C -1.57 0.03 0.40 -0.758
C 1.34 -0.02 -0.31 0.765
H -1.20 0.03 1.46 0.238
H 1.14 -1.98 -0.05 0.421
H 1.23 1.94 -0.04 0.420
H -2.66 0.01 0.44 0.261

[9]
80
Properties=species:S:1:pos:R:3:lowdin_spin:R:1 method="wB97M-V/def2-TZVPD" homo_lumo_gap_ev="6.8 / 4.4" spin_multiplicity=5 e_lumo_ev="-3.2 / -5.6" charge=+1
Ru -0.20 -0.75 0.12 2.354
S 5.12 -3.52 1.39 -0.002
P -0.39 2.10 -1.16 0.114
Si 0.83 -0.71 3.38 0.026
O 5.06 -4.96 1.30 0.002
O 4.74 -2.96 2.68 0.017
O 6.27 -2.89 0.78 0.006
N 0.39 0.96 -0.28 0.609
N 0.41 -1.54 -1.77 0.033
N -1.49 -2.31 0.69 0.058
N -0.43 -0.90 2.07 0.289
C -3.00 -4.00 1.29 0.038
C -0.30 1.73 -2.91 0.021
C -2.35 -3.26 0.31 0.013
C -4.16 3.23 -0.04 0.004
C 0.31 3.71 -0.88 0.005
C 1.06 1.07 -4.79 0.001
C 0.94 1.37 -3.44 0.005
C -0.06 1.16 -5.61 0.001
C -2.57 -3.50 -1.15 0.001
C -4.11 0.82 -0.21 0.006
C -2.82 3.29 -0.42 0.004
C 2.67 -1.16 -0.80 0.052
C -2.78 0.89 -0.60 0.030
C -1.41 1.83 -3.74 0.003
C 1.30 6.23 -0.35 0.000
C 1.99 0.63 2.83 -0.002
C 1.63 -2.36 3.44 0.014
C 3.76 -2.97 0.37 0.059
C 1.59 -2.01 -1.07 0.048
C 0.06 4.75 -1.77 0.000
C -1.90 -2.71 3.01 0.035
C 0.56 6.01 -1.50 0.001
C 1.56 5.19 0.53 0.001
C -1.28 -2.00 2.00 0.031
C -4.80 2.00 0.07 0.002
C -2.76 -3.73 2.63 0.013
C 1.06 3.93 0.28 0.005
C -2.13 2.12 -0.70 0.019
C 3.75 -1.65 -0.08 -0.005
C -0.02 -0.25 4.96 0.004
C -1.29 1.54 -5.09 0.002
C 2.70 -3.82 0.06 0.008
C 1.62 -3.35 -0.66 0.040
H 1.67 1.61 3.19 0.000
H -1.72 -2.46 4.05 0.001
H -3.63 -3.59 -1.36 0.000
H 1.82 1.34 -2.81 0.002
H -3.26 -4.31 3.39 0.000
H -2.38 2.11 -3.34 0.000
H -3.68 -4.78 1.00 0.002
H 2.67 -0.15 -1.16 0.003
H -2.10 -4.43 -1.47 0.000
H 2.15 5.37 1.42 0.000
H 2.08 0.68 1.75 0.000
H 0.37 6.82 -2.19 0.000
H 1.95 -2.67 2.45 0.000
H 1.69 7.22 -0.15 0.000
H 4.60 -1.02 0.13 -0.001
H -0.50 4.57 -2.68 0.000
H 1.26 3.11 0.96 0.003
H -2.15 1.63 -5.74 0.000
H 0.03 0.94 -6.67 0.000
H 0.79 -4.01 -0.91 0.001
H -4.60 -0.13 -0.11 0.000
H 0.54 -0.89 -2.55 0.003
H 2.75 -4.85 0.39 -0.001
H -2.24 -0.02 -0.83 0.017
H 0.73 0.05 5.69 0.000
H -0.58 -1.08 5.39 0.000
H -2.18 -2.68 -1.74 0.000
H -4.70 4.14 0.18 0.000
H -0.71 0.59 4.82 0.000
H 2.98 0.43 3.24 0.000
H -2.32 4.25 -0.48 0.000
H 2.52 -2.34 4.07 0.002
H -5.83 1.96 0.38 0.000
H 0.95 -3.13 3.84 0.000
H 2.02 0.79 -5.20 0.000
H -0.14 -2.32 -2.10 0.001

[10]
19
Properties=species:S:1:pos:R:3:nbo_charge:R:1 method="wB97M-V/def2-TZVPD" homo_lumo_gap_ev=12.0 relative_energy_kj_mol=70.0 smiles=CCC.CC e_lumo_ev=1.1
C 1.67 1.90 -1.78 -0.613
C -1.14 -0.37 0.87 -0.616
C -0.24 -1.61 0.71 -0.411
C -0.88 -2.80 1.44 -0.610
C 0.59 2.76 -1.08 -0.612
H 2.64 2.38 -1.75 0.204
H 1.67 0.86 -1.47 0.205
H -0.37 2.58 -1.57 0.202
H -1.91 -0.58 1.61 0.207
H 0.84 3.81 -1.20 0.209
H -1.94 -2.95 1.28 0.202
H 0.84 -1.56 0.90 0.206
H 0.43 2.38 -0.07 0.206
H -0.71 -2.51 2.49 0.203
H 1.47 1.77 -2.85 0.200
H -0.14 -1.88 -0.35 0.190
H -0.58 0.55 1.05 0.209
H -0.52 -3.77 1.11 0.211
H -1.66 -0.15 -0.07 0.210

[11]
61
Properties=species:S:1:pos:R:3:lowdin_spin:R:1 method="wB97M-V/def2-TZVPD" homo_lumo_gap_ev="6.2 / 6.3" relative_energy_kj_mol=165.0 spin_multiplicity=2 e_lumo_ev="-10.3 / -10.2" charge=+3
Ce -1.93 1.03 -0.13 1.012
S -0.74 -3.42 -1.39 -0.001
P 0.29 2.90 -0.88 -0.002
P -0.62 0.74 2.49 -0.003
P 2.23 -2.79 -0.96 0.000
O -2.12 4.20 1.79 0.005
C 0.98 1.61 2.71 -0.001
C -2.01 3.21 1.19 0.004
C -1.43 -1.75 -1.59 -0.004
C -0.17 -0.90 3.17 -0.001
C -1.53 1.39 3.94 0.000
C -2.15 0.32 -2.64 -0.004
C 2.05 2.38 -0.81 0.000
C 0.10 3.25 -2.67 0.000
C -2.65 -2.59 0.39 -0.001
C 0.44 4.62 -0.25 0.000
C -3.41 0.24 -1.99 0.001
C 3.27 -4.25 -1.04 0.000
C -3.55 -0.58 -0.86 -0.002
C -1.15 -0.69 -2.44 0.000
C 2.37 -1.84 0.55 0.000
C -2.37 -1.37 -0.45 -0.002
C 2.52 -1.71 -2.36 0.000
C -1.27 -3.20 0.40 0.000
H 2.67 -5.14 -1.29 0.000
H 0.90 2.66 2.40 0.000
H -1.61 -0.87 0.34 -0.002
H 0.75 -1.28 2.71 0.000
H -1.82 2.43 3.77 0.000
H -3.01 -2.34 1.39 0.000
H 4.02 -4.08 -1.82 0.000
H 3.61 -1.74 -2.55 0.000
H 0.65 4.61 0.83 0.000
H 1.98 -2.08 -3.25 0.000
H 2.12 1.31 -1.06 0.000
H 1.30 1.57 3.76 0.000
H -2.43 0.78 4.08 0.000
H 1.02 3.73 -3.05 0.000
H -1.99 1.08 -3.41 0.000
H -0.53 -2.53 0.86 0.000
H 2.14 -2.47 1.43 0.000
H -0.89 1.31 4.83 0.000
H -4.43 -0.61 -0.20 0.000
H 3.75 -4.41 -0.06 0.000
H -0.98 -1.62 2.99 0.000
H 2.65 2.95 -1.52 0.000
H 1.25 5.15 -0.76 0.000
H 0.65 -3.16 -1.15 0.000
H -0.51 5.15 -0.42 0.000
H 1.75 1.13 2.08 0.000
H -0.21 -0.64 -3.01 0.000
H 2.17 -0.69 -2.14 0.000
H -0.08 2.32 -3.23 0.000
H -0.74 3.93 -2.83 0.000
H 1.69 -0.97 0.54 0.000
H 2.45 2.54 0.20 0.000
H -4.22 0.90 -2.30 0.000
H -3.39 -3.23 -0.09 0.000
H 3.42 -1.50 0.62 0.000
H -1.20 -4.20 0.84 0.000
H -0.01 -0.81 4.26 0.000

[12]
15
Properties=species:S:1:pos:R:3:nbo_charge:R:1 method="wB97M-V/def2-TZVPD" homo_lumo_gap_ev=10.8 relative_energy_kj_mol=314.4 smiles="C[C@@H](N)C(=[NH2+])O" e_lumo_ev=-4.4 charge=+1
O 1.23 -0.83 1.04 -0.596
N 1.53 1.22 0.18 -0.878
N -1.34 -1.01 0.85 -0.872
C 0.63 0.21 0.52 0.722
C -0.79 0.18 0.32 -0.058
C -0.21 0.12 -1.47 -0.566
H 2.02 1.04 -0.68 0.424
H -1.50 -0.90 1.85 0.408
H 2.07 1.50 0.98 0.428
H -1.12 -0.37 -1.79 0.250
H 0.68 -1.63 0.97 0.536
H -0.34 1.18 -1.63 0.256
H -1.31 1.13 0.45 0.264
H -2.14 -1.40 0.38 0.413
H 0.59 -0.43 -1.96 0.269

Computed electronic energy (Ha) in order:
-341.56623; -962.34492; -340.66949; -3928.83574; -533.96002; -784.65381; -587.04678; -1059.72899; -2847.54094; -198.86248; -2679.57530; -304.13060